Record 1
# C13H26Cl26F12O4P3V2

A structure of composition C13H26Cl26F12O4P3V2 at a distorted geometry (wB97M-V/def2-TZVPD, the OMol25 dataset).

Summary:
- multiplicity = 7
- charge = -1
- molecular weight (Da) = 1590.91
- ⟨S²⟩ = 12.012
- HOMO level (alpha / beta) (eV) = -5.776 / -6.700
- gap between HOMO and LUMO (alpha / beta) (eV) = 7.390 / 8.313

Positions of all 86 atoms, in Å:
C1 0.23 -3.59 -5.85
F1 2.87 -1.02 -2.32
Cl1 0.43 3.53 3.14
H1 -3.33 -4.85 -1.10
Cl2 -0.03 -2.81 3.34
P1 -0.30 -0.37 0.33
H2 1.99 4.96 1.04
Cl3 -0.28 2.96 5.93
H3 2.47 -2.32 2.67
H4 -1.54 0.09 3.33
O1 -0.17 0.88 -0.58
H5 -4.28 -0.74 0.91
Cl4 3.28 -5.14 -2.83
H6 2.58 -0.14 3.50
H7 -0.34 4.36 -5.48
Cl5 3.43 -2.06 0.39
Cl6 -5.28 1.30 1.44
V1 -1.75 0.05 -1.50
F2 -0.80 1.35 -3.28
C2 1.83 -4.44 -2.05
H8 -6.00 -0.77 0.41
H9 2.87 5.29 -0.45
Cl7 -4.36 0.11 -1.17
Cl8 -1.93 -4.81 2.28
H10 0.01 5.08 4.91
H11 4.10 -2.82 2.47
F3 4.17 1.72 -3.44
H12 -0.26 -0.03 7.99
F4 3.78 0.72 -1.29
C3 0.80 -0.06 7.74
Cl9 3.88 0.94 1.87
F5 -1.97 1.97 -5.16
H13 -2.32 -2.55 2.83
P2 -1.54 0.63 -4.45
C4 -2.54 0.09 3.77
H14 -0.72 -3.24 -5.46
H15 -3.17 -0.43 3.05
Cl10 0.51 5.50 -0.77
C5 -0.43 4.14 4.59
Cl11 -2.86 4.67 1.35
Cl12 -1.99 -3.06 -1.70
Cl13 0.98 -0.63 6.06
Cl14 0.40 -5.30 -5.44
F6 -0.32 0.51 -5.42
H16 1.16 -3.93 -2.74
V2 1.77 0.21 -0.68
C6 -0.15 4.95 -4.58
H17 0.32 -3.53 -6.94
Cl15 -2.59 -5.44 -3.26
C7 1.99 4.81 -0.04
Cl16 -2.62 -0.75 5.33
F7 3.40 -0.22 -4.37
F8 5.15 -0.38 -2.93
P3 3.65 0.28 -2.87
H18 -1.66 -5.38 -1.06
C8 2.96 0.87 3.38
F9 -2.82 0.55 -3.50
C9 -1.50 -3.06 2.33
Cl17 1.89 -1.06 8.80
Cl18 2.48 -4.44 1.75
O2 0.08 -1.03 -1.03
O3 -1.84 -0.34 0.53
H19 -1.50 4.28 4.39
F10 -1.19 -0.74 -3.67
Cl19 0.38 6.57 -5.04
Cl20 1.03 4.03 -3.66
F11 2.15 0.94 -2.83
H20 -0.99 5.06 -3.90
Cl21 -2.98 1.82 3.89
C10 -5.08 -0.19 0.43
Cl22 -2.56 3.06 -1.08
Cl23 2.17 3.09 -0.26
Cl24 0.89 -5.53 -1.13
H21 2.19 -3.69 -1.35
H22 1.15 0.97 7.81
F12 -2.35 -0.17 -5.65
H23 -2.16 2.39 1.26
C11 3.13 -2.84 1.97
C12 -2.00 3.27 0.64
O4 0.96 -0.22 1.19
Cl25 3.92 1.21 4.78
C13 -2.38 -4.80 -1.63
H24 2.12 1.56 3.28
H25 -1.30 -2.73 1.31
H26 -0.93 3.49 0.66
Cl26 1.55 -2.61 -5.14

=====

Record 2
# C13H26Cl2O6

A cluster of 4 separate species, C13H26Cl2O6 in total at a distorted geometry (wB97M-V/def2-TZVPD, the OMol25 dataset).

Summary:
- multiplicity = 1
- energy relative to the best compared isomer or geometry (same formula, charge and spin) (kcal per mole) = 29.2
- molecular weight (Da) = 349.25
- SMILES string = CCOC(C)=O.CCOC(C)=O.CCOC(C)=O.ClCCl
- HOMO level (eV) = -10.097
- gap between HOMO and LUMO (eV) = 10.810

Positions of all 47 atoms, in Å:
H1 -3.22 2.29 3.01
H2 0.61 0.32 -0.63
H3 5.76 -1.55 -1.49
C1 4.20 -0.52 -2.43
O1 -0.67 -0.36 2.06
O2 -2.64 2.83 0.56
H4 0.20 -1.63 -3.65
H5 -2.16 5.45 0.02
H6 -1.80 -0.22 4.43
H7 -4.78 1.60 2.62
H8 -3.89 5.16 0.22
Cl1 -1.29 -0.99 -1.37
H9 -1.68 3.45 -1.06
H10 -0.24 0.08 4.89
H11 -3.22 0.82 2.06
H12 -0.87 -1.57 5.13
C2 1.24 -1.72 -4.10
C3 4.79 -1.84 -1.95
H13 -0.24 -2.88 1.04
H14 4.15 -2.30 -1.17
H15 -3.42 3.11 -1.34
H16 -0.95 1.05 -0.16
C4 -2.64 3.57 -0.70
O3 1.87 -1.44 -1.85
H17 1.05 -1.74 1.17
H18 1.48 -2.82 -4.17
C5 -0.44 -1.04 3.02
C6 -0.43 0.55 -0.93
O4 0.25 -2.18 2.90
H19 3.70 -0.02 -1.60
H20 2.06 -3.87 0.75
C7 1.70 -3.67 1.75
H21 1.50 -1.24 -5.05
H22 1.33 -4.58 2.24
O5 3.29 -0.71 -3.42
O6 -4.95 2.60 0.41
H23 2.59 -3.29 2.35
C8 -3.76 1.76 2.25
C9 -0.83 -0.68 4.43
H24 4.91 -2.52 -2.74
C10 2.11 -1.28 -3.04
C11 0.66 -2.57 1.55
H25 5.05 0.08 -2.73
C12 -3.05 4.97 -0.49
H26 -3.14 5.40 -1.46
Cl2 -0.35 1.63 -2.29
C13 -3.86 2.49 0.99

=====

Record 3
# C13H26CoN4S4

A structure of composition C13H26CoN4S4 (wB97M-V/def2-TZVPD, the OMol25 dataset).

Summary:
- multiplicity = 1
- charge = +3
- molecular weight (Da) = 425.58
- HOMO level (alpha / beta) (eV) = -19.492 / -19.492
- gap between HOMO and LUMO (alpha / beta) (eV) = 8.178 / 8.179

Positions of all 48 atoms, in Å:
Co1 0.10 -0.06 0.18
C1 6.13 -1.25 -0.80
C2 -1.56 -1.38 2.59
H1 3.71 -2.07 0.87
N1 3.08 1.08 0.66
H2 -1.43 1.21 -2.92
H3 -0.34 -2.87 1.54
C3 5.38 0.31 1.05
N2 3.93 0.07 0.85
H4 6.43 -1.99 -0.06
C4 -0.90 2.52 1.46
H5 6.38 1.15 -2.16
C5 -0.42 1.45 -2.61
H6 -0.25 -1.94 -3.46
C6 -0.85 -2.47 -1.45
H7 -1.52 3.42 1.50
H8 -1.08 1.97 3.55
S1 -1.26 1.64 -0.09
S2 -1.53 -1.51 -0.06
C7 -0.40 2.46 -1.46
C8 6.17 0.17 -0.26
H9 -2.09 -3.20 1.55
C9 3.26 -1.09 0.76
N3 2.00 -0.80 0.51
H10 -2.57 -0.96 2.54
H11 0.15 2.79 1.50
N4 1.95 0.53 0.47
C10 -0.70 -1.47 -2.59
H12 -2.37 1.31 2.52
H13 -1.67 -1.05 -2.88
H14 0.61 2.74 -1.16
H15 7.20 0.40 0.04
H16 -1.56 -3.26 -1.71
H17 6.82 -1.34 -1.64
H18 5.76 2.22 -0.91
H19 5.70 -0.41 1.80
C11 5.73 1.20 -1.29
H20 -1.41 -1.81 3.58
H21 0.13 1.83 -3.47
S3 0.41 -0.10 -2.06
C12 -1.33 -2.42 1.50
H22 -0.96 3.35 -1.73
S4 -0.35 -0.01 2.40
H23 5.45 1.31 1.47
H24 5.14 -1.51 -1.19
C13 -1.31 1.55 2.57
H25 0.10 -2.92 -1.16
H26 4.71 0.99 -1.65

=====

Record 4
# C13H26INO2P2Ru

A structure of composition C13H26INO2P2Ru at a distorted geometry (wB97M-V/def2-TZVPD, the OMol25 dataset).

Summary:
- multiplicity = 6
- charge = +3
- energy relative to the best compared isomer or geometry (same formula, charge and spin) (kcal per mole) = 13.6
- molecular weight (Da) = 518.28
- ⟨S²⟩ = 8.770
- HOMO level (alpha / beta) (eV) = -16.905 / -18.907
- gap between HOMO and LUMO (alpha / beta) (eV) = 7.179 / 4.644

Positions of all 46 atoms, in Å:
C1 0.54 2.89 0.96
P1 -0.11 2.08 -0.56
H1 1.56 -0.36 1.38
H2 -2.34 -3.17 0.39
C2 -1.62 -3.49 -0.38
N1 -0.13 0.29 2.52
C3 1.16 0.12 2.32
H3 -0.96 0.57 -6.84
H4 1.11 3.78 -1.83
H5 -1.57 0.23 3.99
H6 3.10 0.35 3.15
H7 -0.78 -1.21 -6.68
I1 -0.97 -0.11 -4.23
C4 -0.62 0.67 3.71
H8 1.17 -4.36 -1.23
H9 0.62 2.36 -2.84
H10 1.52 2.44 1.20
H11 -2.06 -3.30 -1.38
C5 -2.06 -0.25 -0.76
H12 0.67 3.97 0.82
H13 2.03 -2.78 -1.33
C6 2.06 0.53 3.34
O1 -0.97 -0.16 1.49
C7 -1.66 3.01 -0.86
H14 -2.10 2.67 -1.82
H15 0.66 -3.12 -2.43
C8 1.56 1.13 4.45
H16 0.72 -4.16 1.43
C9 -0.45 -0.23 -6.29
H17 -0.11 -2.78 2.21
H18 -2.38 2.80 -0.05
H19 -0.19 1.76 5.50
C10 1.01 2.68 -1.86
C11 1.05 -3.28 -1.41
Ru1 -0.29 -0.23 -0.32
H20 -1.42 -4.57 -0.27
C12 0.17 1.32 4.58
C13 0.58 -3.07 1.40
H21 1.99 2.22 -1.70
H22 -1.48 4.09 -0.90
P2 -0.08 -2.50 -0.22
H23 -0.13 2.71 1.81
H24 1.55 -2.58 1.57
O2 -3.21 -0.27 -0.86
H25 0.63 -0.13 -6.39
H26 2.22 1.45 5.24

=====

Record 5
# C13H26InNO3P2

A structure of composition C13H26InNO3P2 at a distorted geometry (wB97M-V/def2-TZVPD, the OMol25 dataset).

Summary:
- multiplicity = 1
- charge = +2
- energy relative to the best compared isomer or geometry (same formula, charge and spin) (kcal per mole) = 0.0
- molecular weight (Da) = 421.12
- HOMO level (eV) = -14.108
- gap between HOMO and LUMO (eV) = 6.982

Positions of all 46 atoms, in Å:
C1 -0.88 -1.65 -1.99
H1 3.18 1.41 -4.39
C2 0.26 -2.33 3.35
H2 -0.10 3.44 3.59
O1 4.13 0.71 0.69
H3 2.68 -3.08 -1.28
In1 0.43 -0.38 0.88
H4 4.77 0.84 1.44
C3 -1.69 -0.42 -1.55
H5 -1.55 -2.50 -2.13
C4 -2.07 1.39 -0.11
H6 1.84 3.69 1.30
H7 1.90 1.32 -5.22
H8 1.15 3.19 -0.27
H9 -4.46 1.34 -2.54
O2 2.81 1.70 -5.24
P1 0.48 -2.21 -0.87
N1 -1.37 0.31 -0.48
C5 -0.08 -3.82 -0.20
C6 -2.81 -0.07 -2.31
C7 -3.21 1.76 -0.82
H10 -3.07 -0.70 -3.17
H11 2.25 -1.83 -2.48
C8 0.90 3.45 0.77
H12 -0.31 -2.94 4.06
H13 -1.88 3.24 0.96
H14 -0.36 1.71 3.96
C9 -0.67 -1.45 2.57
H15 1.29 2.32 3.66
H16 -0.98 -3.70 0.42
H17 0.98 -1.67 3.87
P2 0.12 2.04 1.59
H18 -3.77 2.64 -0.48
H19 -2.27 1.83 1.99
C10 -1.67 2.16 1.13
H20 0.25 4.34 0.78
H21 0.82 -2.96 2.64
C11 0.23 2.41 3.37
O3 -1.85 -1.23 2.62
C12 -3.58 1.04 -1.95
H22 0.72 -4.25 0.42
C13 1.88 -2.70 -1.93
H23 -0.40 -1.43 -2.94
H24 1.59 -3.49 -2.64
H25 -0.31 -4.51 -1.03
H26 4.69 1.04 -0.06

=====

no.,energy (eV)
1,-459546.04568
2,-51232.31397
3,-100803.77670
4,-48714.55205
5,-45272.33941